# 1
The following is a DFT calculation (wB97M-V/def2-TZVPD) of one molecule with the formula C16H11ClN4O3S in a non-equilibrium geometry.

Each line ends with the natural charge from an NBO analysis.
Cartesian coordinates (Å):
O 3.210 2.566 -0.980  -0.56
C 2.102 2.156 -1.242  0.80
O 1.718 2.048 -2.632  -0.74
C 0.913 2.116 -0.299  -0.52
C 0.013 0.905 -0.553  -0.06
C 0.876 -0.228 -0.121  0.02
C 1.675 -0.859 -1.026  -0.24
C 2.423 -2.016 -0.704  -0.04
Cl 3.258 -3.089 -1.728  0.05
C 2.393 -2.369 0.604  -0.23
C 1.788 -1.590 1.600  -0.12
C 0.851 -0.694 1.246  -0.17
C -0.113 -0.112 2.173  0.64
O -0.270 -0.565 3.275  -0.58
N -1.147 0.748 1.606  -0.49
N -1.186 1.047 0.229  -0.32
C -2.470 1.107 -0.384  0.12
C -2.873 0.109 -1.184  -0.20
C -4.121 0.039 -1.806  -0.20
C -5.027 1.025 -1.519  -0.22
S -6.696 1.251 -2.084  0.59
N -6.785 2.446 -0.920  -0.34
N -5.719 2.847 -0.253  -0.15
C -4.671 2.121 -0.775  0.05
C -3.315 2.229 -0.249  -0.18
H 2.578 2.376 -3.145  0.50
H 0.363 3.017 -0.383  0.25
H 1.270 2.194 0.693  0.24
H -0.276 0.918 -1.616  0.25
H 1.439 -0.592 -2.054  0.23
H 3.071 -3.160 0.940  0.22
H 1.860 -2.066 2.583  0.24
H -1.962 1.016 2.276  0.43
H -2.210 -0.763 -1.441  0.23
H -4.407 -0.777 -2.396  0.22
H -3.244 3.059 0.509  0.24

Results
energy above the lowest of the compared OMol25 structures with the same formula, charge and spin: 27.6 kcal/mol
orbital gap: 7.58 eV
SMILES string: O=C(O)C[C@H]1c2cc(Cl)ccc2C(=O)NN1c1ccc2snnc2c1


# 2
The following is a DFT calculation (wB97M-V/def2-TZVPD) of C20H43O2P3Pd as an isolated structure in a non-equilibrium geometry.

Each line ends with the Mulliken spin population.
Cartesian coordinates (Å):
Pd -0.584 -0.339 0.394  0.64
P -2.390 -1.797 0.478  0.13
P 1.083 -1.883 1.120  0.28
P -1.677 1.359 -0.880  0.23
H 6.782 1.389 -4.533  0.03
C 6.419 2.423 -4.501  0.45
C 6.725 3.265 -3.506  0.41
H 7.407 2.979 -2.701  0.02
C -2.697 -2.691 -1.083  0.01
C -2.270 -3.128 1.714  0.04
C -3.995 -1.040 0.891  0.06
C 2.799 -1.280 1.147  0.03
C 0.905 -2.523 2.818  0.06
C 1.151 -3.352 0.032  0.05
C -0.694 2.824 -1.319  0.03
C -3.136 2.138 -0.101  0.06
C -2.297 0.735 -2.483  0.03
H 5.773 2.750 -5.328  0.03
H 6.337 4.287 -3.499  0.03
H -3.573 -3.336 -0.935  0.00
H -1.834 -3.318 -1.339  0.00
H -2.894 -2.004 -1.915  0.00
H -3.258 -3.605 1.781  0.00
H -2.026 -2.700 2.694  0.00
H -1.533 -3.897 1.443  0.01
H -4.733 -1.231 0.099  0.00
H -3.907 0.041 1.029  -0.02
H -4.363 -1.474 1.830  0.01
H 3.440 -1.986 1.692  0.02
H 2.800 -0.304 1.647  0.00
H 3.175 -1.148 0.125  0.00
H 0.915 -3.622 2.822  0.02
H -0.016 -2.138 3.272  -0.01
H 1.756 -2.153 3.405  0.01
H 2.001 -3.985 0.324  0.02
H 1.292 -3.023 -1.007  0.00
H 0.220 -3.932 0.096  0.00
H -1.353 3.657 -1.600  0.01
H -0.019 2.588 -2.151  0.00
H -0.094 3.096 -0.442  0.00
H -3.271 3.141 -0.529  0.01
H -2.968 2.235 0.980  -0.01
H -4.041 1.549 -0.289  0.01
H -2.521 1.587 -3.141  0.01
H -3.206 0.138 -2.337  0.00
H -1.527 0.111 -2.955  0.00
C 2.259 1.294 -0.965  0.13
C 2.247 0.361 -2.063  0.14
C 2.949 0.643 -3.219  -0.04
C 3.725 1.801 -3.283  0.25
C 3.855 2.663 -2.189  -0.09
C 3.142 2.429 -1.035  0.22
O 1.487 1.172 0.054  0.38
H -0.064 -0.730 -1.111  0.16
H 1.619 -0.525 -1.964  0.03
H 2.919 -0.028 -4.078  0.00
H 4.292 1.999 -4.191  0.07
H 4.549 3.501 -2.238  0.00
H 3.170 3.082 -0.166  0.00
C -3.499 -0.939 4.728  0.01
C -2.543 -0.031 3.989  0.00
C -2.808 1.444 4.086  0.01
O -1.588 -0.458 3.322  0.04
H -4.435 -0.421 4.960  0.00
H -3.038 -1.244 5.679  0.00
H -3.718 -1.831 4.131  0.00
H -1.850 1.975 4.125  0.00
H -3.359 1.788 3.195  0.00
H -3.410 1.647 4.976  0.00

Results
multiplicity: 5
energy above the lowest of the compared OMol25 structures with the same formula, charge and spin: 0.0 kcal/mol
charge: +4
orbital gap (spin up / spin down): 6.30 / 3.65 eV


# 3
The following is a DFT calculation (wB97M-V/def2-TZVPD) of C19H51Ag2F6O13 as an isolated structure in a non-equilibrium geometry.

Each line ends with the Mulliken spin population.
Cartesian coordinates (Å):
Ag 20.713 -4.555 -7.201  0.00
Ag 20.359 -1.327 -5.884  0.05
C 19.635 -8.033 -7.258  -0.06
O 21.049 -8.287 -7.155  0.03
O 19.624 -6.615 -7.486  0.90
C 18.895 -9.012 -8.272  0.05
F 18.256 -9.944 -7.579  0.00
F 17.963 -8.519 -9.061  0.00
F 19.775 -9.590 -9.039  0.01
C 21.418 -9.623 -6.822  0.01
C 22.874 -9.732 -7.497  0.00
H 22.720 -9.537 -8.558  0.00
H 23.563 -9.006 -7.064  0.00
H 23.240 -10.756 -7.433  0.00
H 20.760 -10.476 -6.987  0.00
H 21.629 -9.644 -5.752  0.00
H 19.253 -8.241 -6.259  0.08
C 20.756 -2.674 -2.434  -0.02
O 19.900 -3.797 -2.657  0.00
O 21.046 -2.254 -3.760  0.87
C 20.088 -1.588 -1.510  0.04
F 20.488 -0.310 -1.724  0.00
F 18.771 -1.589 -1.626  0.00
F 20.412 -1.635 -0.187  0.00
C 19.291 -4.421 -1.595  0.01
C 18.342 -5.448 -2.279  0.00
H 18.764 -6.308 -2.800  0.00
H 17.754 -5.956 -1.515  0.00
H 17.551 -5.006 -2.885  0.00
H 18.680 -3.848 -0.898  0.00
H 19.999 -4.975 -0.978  0.00
H 21.676 -3.063 -1.997  0.06
C 16.957 -4.007 -7.700  -0.02
C 17.564 -3.198 -6.629  -0.01
C 16.999 -3.685 -5.324  0.16
O 18.978 -3.114 -6.567  0.85
H 15.891 -3.800 -7.790  0.01
H 17.201 -5.054 -7.521  -0.01
H 17.256 -3.680 -8.696  0.00
H 17.235 -2.163 -6.721  0.01
H 17.115 -2.961 -4.517  -0.01
H 17.550 -4.561 -4.981  -0.01
H 15.942 -3.922 -5.444  0.00
C 16.126 -6.045 -10.595  0.00
O 16.955 -6.757 -11.544  0.00
H 15.238 -5.602 -11.046  0.00
H 15.831 -6.748 -9.816  0.00
H 16.771 -5.240 -10.245  0.00
H 17.759 -7.090 -11.138  0.00
C 15.731 -2.476 -11.623  0.00
O 17.080 -2.046 -11.355  0.00
H 15.570 -3.220 -12.403  0.00
H 15.396 -2.815 -10.642  0.00
H 15.142 -1.610 -11.924  0.00
H 17.351 -2.437 -10.521  0.00
C 18.508 1.072 -4.487  0.00
O 18.525 0.081 -5.468  0.00
H 18.816 1.975 -5.013  0.00
H 17.473 1.160 -4.158  0.00
H 19.167 0.744 -3.682  0.00
H 17.873 0.384 -6.104  0.00
C 19.507 -0.516 -8.817  -0.01
O 20.248 0.057 -7.803  0.00
H 19.137 0.167 -9.581  0.00
H 20.043 -1.328 -9.307  0.00
H 18.586 -0.951 -8.426  0.01
H 20.644 0.869 -8.127  0.00
C 15.626 0.360 -7.147  0.00
O 16.782 1.206 -7.193  0.00
H 15.420 -0.168 -6.216  0.00
H 14.844 1.119 -7.140  0.00
H 15.640 -0.276 -8.032  0.00
H 16.567 2.028 -7.639  0.00
C 15.279 -0.816 -3.113  0.00
O 14.019 -0.947 -2.508  0.00
H 15.448 -1.609 -3.842  0.00
H 15.227 0.120 -3.668  0.00
H 16.079 -0.837 -2.373  0.00
H 13.984 -1.716 -1.934  0.00
C 16.262 -7.581 -5.328  0.00
O 16.230 -8.562 -4.287  0.00
H 16.002 -7.938 -6.325  0.00
H 15.673 -6.700 -5.074  0.00
H 17.300 -7.253 -5.384  0.00
H 15.454 -9.127 -4.326  0.00
C 12.825 -3.330 -8.857  0.00
O 12.261 -4.417 -9.505  0.00
H 13.388 -2.686 -9.532  0.00
H 12.131 -2.796 -8.208  0.00
H 13.559 -3.829 -8.225  0.00
H 11.570 -4.156 -10.118  0.00

Results
multiplicity: 4
charge: +2
orbital gap (spin up / spin down): 6.58 / 4.72 eV


# 4
The following is a DFT calculation (wB97M-V/def2-TZVPD) of one molecule with the formula C2H5ClN2O in a non-equilibrium geometry.

Each line ends with the natural charge from an NBO analysis.
Cartesian coordinates (Å):
H 0.604 -1.848 0.195  0.36
N -0.133 -1.510 -0.424  -0.74
C -0.511 -0.343 -0.239  0.68
N -1.890 0.079 -0.851  -0.64
Cl -2.319 -1.141 -1.921  0.13
O -0.129 0.812 0.284  -0.50
C 1.168 0.726 0.990  -0.28
H -1.512 0.974 -1.348  0.38
H 1.625 1.740 1.286  0.21
H 1.844 0.498 0.241  0.19
H 1.253 0.014 1.787  0.20

Results
energy above the lowest of the compared OMol25 structures with the same formula, charge and spin: 50.8 kcal/mol
orbital gap: 10.10 eV
SMILES string: [H]/N=C(/NCl)OC


# 5
The following is a DFT calculation (wB97M-V/def2-TZVPD) of one molecule with the formula C22H19N5O2S in a non-equilibrium geometry.

Each line ends with the natural charge from an NBO analysis.
Cartesian coordinates (Å):
C -5.134 -0.190 1.362  -0.62
C -3.931 -1.034 0.959  -0.19
C -4.264 -2.522 0.993  -0.61
C -3.446 -0.646 -0.456  -0.17
N -2.364 -1.497 -0.890  -0.46
C -1.345 -0.766 -1.113  0.43
C -0.018 -1.137 -1.527  -0.18
C 0.373 -2.459 -1.721  -0.14
C 1.662 -2.741 -2.121  -0.23
C 2.568 -1.707 -2.344  -0.18
C 2.199 -0.393 -2.153  -0.23
C 0.905 -0.088 -1.724  0.24
N 0.606 1.218 -1.420  -0.54
C -0.552 1.516 -0.957  0.34
S -0.828 3.063 -0.209  0.34
C 0.894 3.395 0.332  -0.56
C 1.559 2.126 0.768  0.29
C 2.879 1.878 0.504  -0.40
C 3.447 0.598 0.749  0.63
O 4.586 0.236 0.536  -0.62
N 2.498 -0.359 1.260  -0.40
C 2.897 -1.651 1.383  0.07
C 2.061 -2.614 1.841  -0.28
C 0.746 -2.262 2.219  -0.14
C 0.342 -0.971 2.106  -0.23
C 1.215 0.022 1.586  0.42
N 0.766 1.233 1.384  -0.55
N -1.576 0.605 -0.903  -0.50
C -2.893 0.771 -0.498  0.70
O -3.406 1.830 -0.252  -0.54
H -5.418 -0.417 2.388  0.21
H -4.907 0.870 1.290  0.24
H -5.981 -0.407 0.715  0.20
H -3.105 -0.840 1.653  0.19
H -4.530 -2.821 2.004  0.21
H -5.103 -2.735 0.336  0.20
H -3.410 -3.105 0.661  0.23
H -4.287 -0.748 -1.151  0.23
H -0.354 -3.239 -1.554  0.23
H 1.970 -3.765 -2.269  0.22
H 3.573 -1.935 -2.663  0.22
H 2.895 0.415 -2.309  0.23
H 1.446 3.865 -0.479  0.24
H 0.781 4.093 1.161  0.25
H 3.514 2.615 0.041  0.23
H 3.922 -1.827 1.085  0.26
H 2.400 -3.633 1.919  0.23
H 0.075 -3.020 2.591  0.23
H -0.649 -0.644 2.376  0.24

Results
energy above the lowest of the compared OMol25 structures with the same formula, charge and spin: 2.8 kcal/mol
orbital gap: 8.11 eV
SMILES string: CC(C)[C@@H]1N=C2c3ccccc3N=C(SCc3cc(=O)n4ccccc4n3)N2C1=O


# 6
The following is a DFT calculation (wB97M-V/def2-TZVPD) of one molecule with the formula C3H6N2O3 in a non-equilibrium geometry.

Each line ends with the natural charge from an NBO analysis.
Cartesian coordinates (Å):
H 1.702 1.597 0.831  0.36
N 1.932 1.396 -0.138  -0.68
C 1.054 0.549 -0.502  0.42
N 0.709 0.274 -1.807  -0.83
C 0.339 -0.450 0.365  -0.08
O 0.584 -0.041 1.673  -0.69
C -1.236 -0.547 0.133  0.77
O -1.784 -1.109 -0.786  -0.59
O -1.919 -0.014 1.186  -0.67
H 0.733 1.014 -2.581  0.42
H -0.050 -0.372 -1.764  0.39
H 0.685 -1.424 0.026  0.21
H 0.031 -0.519 2.285  0.49
H -2.780 -0.353 1.079  0.49

Results
energy above the lowest of the compared OMol25 structures with the same formula, charge and spin: 40.4 kcal/mol
orbital gap: 9.49 eV
SMILES string: [H]/N=C(/N)[C@@H](O)C(=O)O


# 7
The following is a DFT calculation (wB97M-V/def2-TZVPD) of a 2-piece molecular cluster, C2H3NOS overall in a non-equilibrium geometry.

Each line ends with the natural charge from an NBO analysis.
Cartesian coordinates (Å):
C -0.495 -0.255 -0.098  0.68
C 0.168 0.026 1.270  -0.74
N -0.033 0.128 -2.443  -0.67
O -1.611 -0.529 -0.268  -0.45
S 1.129 0.535 -3.273  0.44
H 0.418 1.118 1.431  0.26
H -0.614 -0.458 1.971  0.24
H 1.038 -0.565 1.410  0.24

Results
energy above the lowest of the compared OMol25 structures with the same formula, charge and spin: 106.2 kcal/mol
orbital gap (spin up / spin down): 5.83 / 5.85 eV


# 8
The following is a DFT calculation (wB97M-V/def2-TZVPD) of a 2-piece molecular cluster, C4H10NO2S overall in a non-equilibrium geometry.

Each line ends with the natural charge from an NBO analysis.
Cartesian coordinates (Å):
C 0.230 -0.305 0.608  -0.49
C -0.520 1.935 -0.431  -0.71
C 0.041 -1.759 1.001  -0.64
C -0.746 0.569 0.135  0.42
N -2.046 0.290 0.294  -0.69
O 1.940 1.685 0.421  -0.85
O 2.900 -0.490 -1.123  -0.90
S 1.776 0.241 0.760  1.41
H 0.257 2.488 0.181  0.31
H -0.175 1.822 -1.419  0.27
H -1.373 2.558 -0.048  0.25
H 0.063 -2.233 -0.010  0.26
H 0.868 -2.107 1.789  0.26
H -0.868 -1.887 1.569  0.24
H -2.832 0.722 -0.166  0.43
H -2.466 -0.425 0.832  0.41
H 3.168 0.421 -1.274  0.50
H 3.777 -0.914 -0.834  0.51

Results
energy above the lowest of the compared OMol25 structures with the same formula, charge and spin: 57.3 kcal/mol
charge: +1
orbital gap: 8.40 eV